Entry 1:
ORCA calculation (the ωB97M-V functional and the def2-TZVPD basis) on C27H27As3N3O8RuS7 as an isolated structure.

The calculation puts the LUMO energy (spin up / spin down) at 3.33 / 2.26 eV. The value obtained for the energy above the lowest of the compared OMol25 structures with the same formula, charge and spin is 0.508 eV. The maximum force is 0.4 eV/A. The value obtained for the HOMO energy (spin up / spin down) is -0.70 / -3.04 eV. As for the molecular weight: 1071.83 g/mol. The total energy comes out at -11400.88827 Ha.

Geometry as ORCA input:
```
! wB97M-V def2-TZVPD RIJCOSX def2/J DEFGRID3
* xyz -2 6
Ru -1.5282 0.5518 0.2661
S -3.6822 1.6136 -4.2432
As -4.1982 1.3880 -2.2076
S -2.5223 2.2754 -0.8513
S -1.8102 -0.8669 -1.5410
S -5.9334 2.3198 -1.4749
S -3.4008 -2.5113 3.0268
C -2.6932 -1.3690 2.0835
S -3.5380 -0.2333 1.0833
S -0.9900 -1.0410 1.9641
C 0.3209 -5.6503 -3.2584
O 1.0741 -5.9746 -2.0875
C 1.8752 -5.0412 -1.5394
O 2.5447 -5.3205 -0.5829
C 1.7917 -3.6442 -2.0809
C 2.4934 -3.2139 -3.1377
As 2.2447 -1.4071 -3.8928
C 3.1479 -0.4626 -2.4168
C 0.3699 -1.4575 -3.3276
C -0.0518 -1.0551 -1.9938
As 0.7771 -2.5244 -0.7605
C -0.7575 -3.7237 -0.5909
C 0.4434 0.3025 -1.5244
O 0.6841 0.5261 -0.3380
O 0.5794 1.2964 -2.3753
C -0.1090 1.3252 -3.6451
C -0.4122 -2.2569 -4.2523
O -0.0029 -2.6042 -5.3484
O -1.6168 -2.6224 -3.7830
C -2.5246 -3.1939 -4.7232
C 3.4967 -4.0290 -3.8642
O 4.2815 -3.5774 -4.6631
O 3.4850 -5.3324 -3.5304
C 4.4831 -6.1373 -4.1510
H -0.3613 -6.4837 -3.4057
H 0.9743 -5.5485 -4.1243
H -0.2531 -4.7336 -3.1294
H 4.2032 -0.7089 -2.5432
H 2.8452 -0.7624 -1.4152
H 3.0289 0.6131 -2.5285
H -1.3580 -3.7657 -1.4965
H -1.3616 -3.3379 0.2265
H -0.3824 -4.7112 -0.3193
H -0.3410 2.3725 -3.8142
H -1.0466 0.7739 -3.6006
H 0.5432 0.9463 -4.4324
H -3.5165 -3.0328 -4.3100
H -2.3274 -4.2616 -4.8378
H -2.4311 -2.7054 -5.6904
H 4.3685 -7.1283 -3.7210
H 5.4767 -5.7416 -3.9461
H 4.3335 -6.1676 -5.2303
N -1.3744 5.3749 5.6240
C -0.7939 6.0697 6.6581
C -1.3066 6.9156 7.6237
C -0.4069 7.4713 8.5348
C 0.9544 7.1791 8.4602
C 1.4644 6.3276 7.4856
C 0.5839 5.7568 6.5673
N 0.8227 4.8929 5.5341
C -0.3694 4.6543 4.9749
C -0.6358 3.8051 3.8821
C 0.4006 3.0492 3.2557
C 0.1186 2.2243 2.2142
N -1.1355 2.0684 1.6864
C -2.1360 2.7813 2.2741
C -1.9405 3.6215 3.3267
H -2.3569 5.2734 5.4552
H -2.3654 7.1408 7.6753
H -0.7724 8.1367 9.3074
H 1.6293 7.6257 9.1814
H 2.5217 6.1005 7.4324
H 1.4143 3.1321 3.6207
H 0.8980 1.6434 1.7419
H -3.1226 2.6452 1.8534
H -2.8077 4.1446 3.7106
*
```

Atomic partial charges in e from the Löwdin method, atoms 1 to 5: atom 1 (Ru): 0.495, atom 2 (S): -0.198, atom 3 (As): -0.208, atom 4 (S): 0.097, atom 5 (S): 0.566

Entry 2:
ORCA calculation (the ωB97M-V functional and the def2-TZVPD basis) on C27H27AsNO6S2SeV as an isolated structure.

The calculation puts the LUMO energy (spin up / spin down) at 0.08 / 0.11 eV. The value obtained for the energy above the lowest of the compared OMol25 structures with the same formula, charge and spin is 0.049 eV. The maximum force is 0.8 eV/A. The value obtained for the HOMO energy (spin up / spin down) is -7.74 / -7.86 eV. As for the molecular weight: 730.47 g/mol. The total energy comes out at -7928.92426 Ha.

Geometry as ORCA input:
```
! wB97M-V def2-TZVPD RIJCOSX def2/J DEFGRID3
* xyz 0 3
V 0.5552 0.1111 -0.4079
O -1.7866 0.2927 0.1782
As -1.1421 0.1181 1.8517
O -1.9999 0.8640 2.9991
O 0.4228 0.6927 1.4459
C -1.3119 -1.8190 1.9571
C -2.1334 -2.1754 3.0141
C -2.5668 -3.4909 3.1773
C -2.1925 -4.4545 2.2689
C -1.3601 -4.1180 1.2029
C -0.9255 -2.8175 1.0387
S 0.3011 -2.5808 -0.2331
O 0.5679 -3.8378 -0.8481
O 1.3934 -1.8657 0.4550
O -0.2342 -1.5455 -1.2021
H -2.2810 1.1316 0.1615
H -2.4499 -1.4045 3.7057
H -3.2087 -3.7441 4.0107
H -2.5294 -5.4767 2.3800
H -1.0368 -4.8716 0.4990
C -5.2919 4.7606 -0.9388
C -3.9958 4.0219 -1.1320
C -3.8033 3.1706 -2.2081
C -2.5923 2.5146 -2.4212
C -2.4725 1.5881 -3.6006
C -1.5330 2.7370 -1.5329
Se 0.1921 1.9922 -1.9141
C -1.7082 3.5792 -0.4231
C -0.5970 3.8864 0.5416
C -2.9420 4.1963 -0.2428
H -6.0609 4.3970 -1.6200
H -5.1606 5.8287 -1.1243
H -5.6635 4.6516 0.0813
H -4.6184 2.9995 -2.9037
H -3.4617 1.2921 -3.9498
H -1.9049 0.6931 -3.3502
H -1.9499 2.0692 -4.4314
H -0.0551 2.9968 0.8711
H -0.9894 4.3972 1.4198
H 0.1479 4.5334 0.0690
H -3.0752 4.8443 0.6174
N 2.5634 0.4319 -0.6541
S 3.2602 0.6939 -2.0686
C 4.5915 1.8350 -1.7758
C 4.3335 3.1629 -2.0817
C 5.3045 4.1159 -1.8064
C 6.5060 3.7336 -1.2304
C 6.7490 2.3998 -0.9207
C 5.7899 1.4396 -1.1940
C 4.1643 -0.7791 -2.5208
C 4.0520 -1.9229 -1.7512
C 4.6986 -3.0802 -2.1725
C 5.4261 -3.0833 -3.3502
C 5.5162 -1.9285 -4.1218
C 4.8790 -0.7711 -3.7144
H 3.2055 0.0740 0.0481
H 3.3795 3.4453 -2.5113
H 5.1198 5.1555 -2.0415
H 7.2618 4.4787 -1.0186
H 7.6883 2.1096 -0.4691
H 5.9752 0.3970 -0.9663
H 3.4419 -1.9290 -0.8568
H 4.6133 -3.9806 -1.5792
H 5.9164 -3.9899 -3.6795
H 6.0729 -1.9362 -5.0495
H 4.9437 0.1298 -4.3134
*
```

Atomic partial charges in e from the Löwdin method, atoms 1 to 5: atom 1 (V): 0.627, atom 2 (O): -0.277, atom 3 (As): 0.948, atom 4 (O): -0.415, atom 5 (O): -0.514

Entry 3:
ORCA calculation (the ωB97M-V functional and the def2-TZVPD basis) on C27H27CoN5S2 as an isolated structure.

The calculation puts the LUMO energy (spin up / spin down) at -0.45 / -0.45 eV. The maximum force is 0.9 eV/A. The value obtained for the HOMO energy (spin up / spin down) is -6.96 / -6.92 eV. As for the molecular weight: 544.62 g/mol. The total energy comes out at -3498.00810 Ha.

Geometry as ORCA input:
```
! wB97M-V def2-TZVPD RIJCOSX def2/J DEFGRID3
* xyz 0 2
Co -0.0837 -0.3162 -0.0150
C -0.7883 2.2790 1.7100
N 0.2581 1.2530 1.6489
C 1.5483 1.8585 1.2668
C 1.6960 2.0038 -0.2447
N 1.6294 0.6969 -0.9019
C 2.8607 -0.0806 -0.6797
C 1.4148 0.7747 -2.3360
C 1.9859 1.7672 -3.1175
C 1.8117 1.7732 -4.4926
C 1.0903 0.7526 -5.0950
C 0.5284 -0.2485 -4.3261
C 0.6685 -0.2490 -2.9355
S -0.0623 -1.5182 -1.9891
C 0.3934 0.5792 2.9323
C 0.5026 1.3074 4.1117
C 0.6573 0.6767 5.3330
C 0.7063 -0.7091 5.3853
C 0.6061 -1.4439 4.2215
C 0.4493 -0.8169 2.9804
S 0.3498 -1.8208 1.5580
H -0.5009 3.1170 2.3545
H -0.9788 2.6769 0.7154
H -1.7064 1.8348 2.0923
H 1.6598 2.8505 1.7263
H 2.3461 1.2258 1.6572
H 0.8837 2.6214 -0.6373
H 2.6483 2.5125 -0.4499
H 3.7316 0.4543 -1.0786
H 3.0096 -0.2788 0.3801
H 2.7682 -1.0385 -1.1881
H 2.5828 2.5452 -2.6604
H 2.2460 2.5661 -5.0856
H 0.9697 0.7398 -6.1700
H -0.0343 -1.0481 -4.7876
H 0.4738 2.3893 4.0860
H 0.7422 1.2651 6.2358
H 0.8274 -1.2152 6.3330
H 0.6394 -2.5247 4.2361
C -3.6048 1.8812 -1.0129
C -2.3300 1.3535 -0.9648
N -2.0278 0.2722 -0.2383
C -3.0012 -0.3459 0.4151
C -4.3292 0.0841 0.4009
C -4.6204 1.2352 -0.3278
C -5.3822 -0.7252 1.0132
C -5.3599 -1.3511 2.1984
C -4.4278 -1.1618 3.3074
C -4.3921 -2.0905 4.3510
C -3.6253 -1.7778 5.4564
N -2.9331 -0.6478 5.5433
C -2.9908 0.1455 4.4827
N -3.6913 -0.0436 3.3791
H -3.7943 2.7798 -1.5820
H -1.5266 1.7892 -1.5458
H -2.7250 -1.2431 0.9538
H -5.6330 1.6146 -0.3605
H -6.2495 -0.8806 0.3811
H -6.1730 -2.0302 2.4244
H -4.9535 -3.0116 4.2972
H -3.5739 -2.4387 6.3141
H -2.4058 1.0570 4.5387
*
```

Atomic partial charges in e from the Löwdin method, atoms 1 to 5: atom 1 (Co): 0.081, atom 2 (C): -0.061, atom 3 (N): -0.179, atom 4 (C): -0.150, atom 5 (C): -0.171